# 1
Computed, not measured: a cluster of 4 separate species, C63H47BClN2O13P in total, with ωB97M-V/def2-TZVPD.

Summary:
LUMO energy   -1.50 eV
Structure (SMILES)   CC(=O)OCc1cc(C[C@H](C)OCc2ccccc2)c(P(O)Cl)c2c1C(=O)N(B(N)O)C2=O.O=C1c2ccccc2C(=O)c2ccccc21.O=C1c2ccccc2C(=O)c2ccccc21.O=C1c2ccccc2C(=O)c2ccccc21

```
128
Properties=species:S:1:pos:R:3:mulliken_charge:R:1
Cl 0.45152 -4.81602 -2.74742 -0.28
P 1.13883 -3.71668 -1.09911 0.54
O 4.18096 0.18288 -8.09855 -0.68
O -3.83163 1.00523 -0.69993 -0.41
O -4.37451 0.46555 -2.81743 -0.52
O 0.24405 2.77858 1.96401 -0.61
O -2.18201 -0.73602 6.82318 -0.70
O 1.64914 -3.27516 2.47992 -0.42
O -7.34948 -0.13499 5.60609 -0.66
O 0.68206 -2.33321 -4.26380 -0.48
O 0.27384 -0.40107 -11.69897 -0.68
O 0.78626 -4.72393 0.14487 -0.49
O 1.10405 2.09486 -2.82146 -0.67
O -1.57411 1.13367 -4.03840 -0.52
O 0.98541 6.01572 6.15452 -0.69
N 0.52172 -0.01491 -3.85216 -0.60
N 2.61620 0.17721 -2.33993 -0.58
C 0.28823 -0.42664 -6.70451 -0.16
C -0.45041 -0.47224 -8.99705 -0.81
C 5.34048 -5.34261 1.33276 -0.66
C 0.25038 5.53327 1.47307 -0.58
C 0.22262 6.90737 1.30340 -0.58
C 4.91357 0.17158 -10.79516 -0.53
C 3.59911 0.01563 -10.37180 0.17
C 5.68689 -3.08927 0.56332 -0.86
C 0.43305 4.99315 2.74073 0.14
C -3.86833 0.69927 6.03200 -0.01
C 0.07119 -2.19403 -0.96112 1.35
C 0.44315 3.51646 2.91212 0.27
C 1.26425 1.88576 6.76705 -0.63
C -0.10818 -1.38811 -2.06863 -0.09
C -3.88208 -2.88977 7.35662 -0.50
C -4.78065 3.10111 4.97554 -0.72
C 5.21381 0.13761 -12.14660 -0.48
C 1.03228 1.04560 5.68251 -0.47
C -1.56480 0.17863 -0.89989 -0.25
C 0.55460 7.21680 3.66682 -0.64
C 1.59462 -0.25108 -7.12446 -0.55
C -6.13196 -3.74147 7.33329 -0.47
C 3.29535 0.01934 -8.91415 0.51
C 2.88825 -0.19500 -12.66540 -0.53
C 0.86310 -0.31312 -9.42247 0.15
C -2.98867 1.76199 5.86138 -0.42
C -4.22516 0.09329 -1.67959 0.84
C -5.66304 2.04779 5.14976 -0.60
C 4.02791 -3.51133 2.21711 0.79
C 0.84489 5.28154 5.19915 0.48
C -4.45426 -1.35234 -1.26766 -0.77
C 0.36574 7.74903 2.40196 -0.51
C -3.44511 2.96123 5.33991 -0.42
C 4.70335 -2.60751 1.40702 0.16
C 5.99087 -4.43257 0.52122 -0.36
C -5.21393 0.84797 5.68814 0.44
C -0.81466 0.43724 -3.43578 -0.62
C -6.58285 -2.55407 6.78095 -0.55
C 2.89270 -3.11436 3.16364 -1.16
C 2.58089 -0.15631 -11.31067 0.13
C 0.43327 -1.43908 -3.51500 0.48
C 4.35398 -4.85377 2.17463 -0.49
C 4.20137 -0.05295 -13.08196 -0.46
C -5.68560 -1.52696 6.51508 0.15
C 1.88871 -0.18745 -8.48076 -0.29
C 0.92093 3.80399 5.35743 0.55
C 1.16269 -0.29626 -10.87768 0.71
C -0.44712 -2.43838 1.58266 -2.05
C -6.18128 -0.26171 5.90832 0.54
C 0.92168 -2.07782 2.26965 0.99
C 0.70788 2.95988 4.26605 0.04
C -3.36215 -0.58922 6.57571 0.49
C -4.77994 -3.91210 7.61459 -0.51
C 1.70885 -0.98060 1.52566 -1.36
C 1.20394 3.26163 6.60605 -0.80
C 0.60012 5.83904 3.84025 0.43
C -0.73619 -0.52799 -7.64222 -0.89
C -4.33178 -1.69134 6.81535 0.18
C -0.58102 -1.74632 0.23090 0.99
C 0.75486 1.58353 4.43594 -0.02
C -1.37473 -0.61882 0.22599 -0.12
C -2.44834 1.41120 -0.88485 -1.22
C -0.90278 -0.20266 -2.03214 -0.23
B 1.41718 0.75120 -2.98492 1.15
H 6.23895 0.25548 -12.47424 0.39
H -0.64823 -3.50758 1.58225 0.58
H -2.75915 3.79015 5.21444 0.56
H -6.70233 2.15930 4.87115 0.49
H 2.38974 -0.16725 -6.39431 0.58
H -2.20963 2.09587 -0.06445 0.37
H 2.10168 -0.33985 -13.39388 0.47
H -5.13338 4.03634 4.55994 0.44
H 0.67096 7.87255 4.51927 0.50
H -1.24717 -0.55648 -9.72416 0.47
H -0.16986 -4.87861 0.18961 0.37
H -1.75977 -0.65585 -7.31256 0.48
H 0.69122 -1.64752 3.26649 -0.01
H -4.90862 -1.43356 -0.27249 0.33
H -5.06282 -1.88231 -2.00236 0.36
H 6.23237 -2.40458 -0.08484 0.38
H -2.40559 1.94422 -1.84223 0.47
H 5.70166 0.31509 -10.06811 0.46
H 3.03031 -2.12664 3.62143 0.34
H 2.89922 -3.85717 3.97581 0.53
H 0.33486 8.82269 2.26850 0.39
H 1.48988 1.46571 7.73861 0.40
H -2.83187 -3.02161 7.58007 0.49
H 1.30272 2.38133 -1.92390 0.26
H 3.82558 -5.55384 2.82276 0.32
H 2.59655 -0.65701 2.08889 0.78
H 3.43073 0.69435 -2.66876 0.26
H -1.21004 -1.98492 2.23204 0.43
H 2.57655 0.36805 -1.33898 0.04
H 5.57040 -6.40520 1.34077 0.39
H -6.83353 -4.53832 7.54425 0.40
H 0.57946 0.92567 3.59460 0.26
H 0.08725 7.32571 0.31433 0.42
H 6.75260 -4.81080 -0.15996 0.36
H -1.94667 1.65906 6.13773 0.53
H -4.42851 -4.84349 8.03980 0.41
H 0.07418 -0.48099 -5.63598 1.48
H 1.11800 -0.06190 1.39579 0.06
H 1.38100 3.91370 7.45095 0.50
H -3.46546 -1.83160 -1.20765 0.00
H -7.63387 -2.42445 6.55988 0.48
H 4.43900 -0.08848 -14.13760 0.40
H -1.88311 -0.31614 1.14263 0.40
H 0.13368 4.88016 0.61865 0.52
H 2.10728 -1.33040 0.56127 0.30
H 4.45819 -1.54875 1.41988 0.36
H 1.07158 -0.02878 5.80998 0.54
```


# 2
Computed, not measured: a cluster of 5 separate species, C63H47NO9Si in total, with ωB97M-V/def2-TZVPD.

Summary:
LUMO energy   -1.12 eV
Structure (SMILES)   C[Si](C)(C)[C@@H]1CCC(=O)N1.O=C1c2ccccc2C(=O)c2ccccc21.O=C1c2ccccc2C(=O)c2ccccc21.O=C1c2ccccc2C(=O)c2ccccc21.O=C1c2ccccc2C(=O)c2ccccc21

```
121
Properties=species:S:1:pos:R:3:mulliken_charge:R:1
Si 3.87927 2.05494 0.80244 0.38
O -5.79416 1.65782 -0.24461 -0.64
O 5.59146 3.79654 -3.17819 -0.64
O -10.39700 2.35476 -2.87873 -0.67
O 0.17328 -4.46362 0.77168 -0.63
O -4.41859 -3.76283 -1.88333 -0.69
O -1.97686 -5.29383 4.91521 -0.69
O 8.58354 5.96391 -7.04300 -0.68
O 0.41034 0.79309 2.50127 -0.65
O 2.26162 -4.58164 8.09868 -0.67
N 1.48266 0.68541 0.44225 -0.17
C -2.03690 -0.99874 1.52364 -1.01
C -2.51220 -5.10449 -1.55096 0.15
C 0.30787 -4.74623 5.06925 0.08
C -0.12783 2.28181 0.60211 -0.67
C 1.64139 -4.16226 3.15544 -0.33
C 9.66247 5.90494 -4.46384 -0.66
C -7.27270 0.85114 -1.88886 -0.18
C -7.24847 3.98292 0.30424 -0.48
C -2.88483 -2.89650 -0.32093 -0.15
C -2.30915 -5.83786 7.63610 -0.52
C 6.01168 5.11253 -7.73689 -0.61
C -2.92456 -6.05056 -2.48065 -0.56
C 8.39580 5.41755 -4.76130 0.34
C 3.99235 1.07990 2.43869 -1.10
C -6.46975 -0.24456 -2.17282 -0.51
C -9.18391 5.32099 -0.19578 -0.46
C -3.21166 -0.79809 0.80462 -0.49
C -6.82527 1.83254 -0.86522 0.47
C 0.43148 -4.56446 3.69742 -0.04
C 1.40803 -4.53471 5.90455 0.08
C 9.32851 5.35172 -2.14613 -0.59
C 2.73013 -3.93028 3.99379 -0.98
C -1.30073 -5.27334 -0.87666 0.12
C -3.36287 -3.90914 -1.29809 0.60
C 0.01127 -5.24772 7.92363 0.15
C -2.40425 -6.10869 8.99054 -0.49
C -8.00561 5.12235 0.51706 -0.52
C 10.12731 5.87133 -3.15999 -0.44
C 7.89342 5.49695 -6.16043 0.49
C 5.74669 4.41394 -5.44461 0.11
C 5.16552 1.27259 -0.37913 -1.02
C -9.33881 2.20951 -2.30169 0.58
C 4.47823 3.92961 -5.74009 -0.53
C -1.28073 -2.14038 1.31476 -0.62
C 4.74191 4.64034 -8.02307 -0.44
C -2.12435 -7.14786 -2.75204 -0.51
C 8.07207 4.84997 -2.43991 -0.46
C -1.10048 -5.41553 7.09611 0.14
C 6.25791 4.31616 -4.05082 0.49
C -8.09578 -1.02676 -3.76000 -0.52
C 2.61557 -4.11603 5.36194 -0.58
C 1.13317 3.01829 0.09634 -0.81
C -9.61131 4.37363 -1.11077 -0.58
C 4.37790 3.82796 1.20691 -1.22
C -7.66614 3.03559 -0.62256 0.15
C -8.85841 3.22588 -1.32475 0.21
C -1.69502 -3.08829 0.38613 0.68
C -1.00517 -5.16076 5.63191 0.48
C -8.48659 1.01713 -2.55826 0.42
C 7.60298 4.87527 -3.74769 0.12
C 0.56464 1.15340 1.38618 0.36
C -6.87514 -1.17992 -3.10905 -0.40
C 2.17502 1.88094 -0.06492 0.05
C -0.49879 -6.37272 -1.15758 -0.40
C -3.63488 -1.74851 -0.11022 -0.94
C 6.52125 4.99735 -6.44950 0.39
C -0.85747 -4.28943 0.14690 0.59
C -8.89908 0.06872 -3.48651 -0.66
C 1.30814 -4.76900 7.36974 0.55
C -0.90719 -7.30454 -2.09684 -0.58
C -1.29143 -5.95924 9.81245 -0.47
C -0.08844 -5.52592 9.28146 -0.54
C 3.97754 4.04241 -7.02593 -0.56
H 3.10240 0.48261 2.64368 0.28
H 2.98787 3.66777 -7.25352 0.41
H 4.35858 4.52138 0.36711 0.34
H 3.67450 -3.60715 3.57380 0.42
H -0.27807 -8.15682 -2.31908 0.41
H 1.42182 3.91540 0.63888 0.36
H -4.54868 -1.59418 -0.66253 0.82
H -8.41751 -1.76247 -4.48576 0.39
H 0.77606 -5.40633 9.92052 0.47
H -9.84544 0.19048 -3.99598 0.49
H 0.85011 3.41086 -0.88286 0.29
H -1.36551 -6.18002 10.86961 0.39
H -0.83947 2.86496 1.17122 0.38
H 1.74056 -4.02743 2.09404 0.59
H 3.82804 4.20004 2.06984 0.36
H 6.60733 5.57434 -8.51273 0.47
H -3.34579 -6.44102 9.40874 0.40
H 5.82760 2.06360 -0.72791 0.10
H -6.33007 3.82957 0.85468 0.47
H 4.10348 1.74888 3.28913 0.31
H 4.83120 0.39272 2.36038 0.34
H -3.79906 0.09889 0.95884 0.55
H -2.44573 -7.88207 -3.47957 0.41
H -1.70838 -0.26223 2.24360 0.63
H 0.44504 -6.49647 -0.64376 0.49
H -3.17226 -5.95784 6.99525 0.47
H -0.36508 -2.29114 1.87183 0.66
H -0.63181 1.70120 -0.16448 0.27
H -10.52908 4.52630 -1.66249 0.47
H 11.11276 6.25517 -2.92954 0.39
H -9.76977 6.21669 -0.03429 0.40
H 10.28079 6.31337 -5.25174 0.48
H -0.41704 -4.74087 3.05432 0.55
H 4.64003 0.89701 -1.25633 0.32
H -3.86873 -5.92553 -2.99326 0.47
H 2.04290 -0.10942 0.72043 0.37
H 4.34504 4.73549 -9.02555 0.40
H 9.68936 5.33729 -1.12575 0.42
H -7.67697 5.86094 1.23687 0.40
H -6.24169 -2.03002 -3.32980 0.46
H 3.46434 -3.93973 6.00910 0.48
H 5.41973 3.78244 1.53898 0.34
H 5.71104 0.48710 0.13376 0.41
H 2.44603 1.86324 -1.12556 0.40
H -5.52590 -0.36440 -1.66687 0.73
H 3.88307 3.46890 -4.96323 0.54
H 7.45239 4.44107 -1.65304 0.57
```


What did we get for max |F|? Answer: 1.81 2.55 eV/A, in the order shown.
What did we get for HOMO level? Answer: -0.332 -0.329 Eh, in the order shown.